1.
A cluster of 5 separate species, C33H80BrN2O17P4 in total at a distorted geometry. Source: the OMol25 dataset; level of theory: wB97M-V/def2-TZVPD.

Kohn-Sham gap, eV: 8.199
HOMO, eV: -11.4
Net charge: +1
Relative energy (zero: lowest compared OMol25 entry of this formula, charge and spin), kcal/mol: 0.0
Molecular weight, g mol⁻¹: 980.80
Lowest unoccupied orbital energy, Ha: -0.1182

Element x y z (Å)
C1 3.66203 6.95954 2.31268
C2 -12.67955 -1.51292 1.03265
P1 -3.63528 -4.04990 3.77078
H1 -4.33761 -1.88025 6.05016
N1 1.97745 7.45611 0.47728
C3 1.78262 0.31709 -3.50904
C4 -12.02951 -2.86915 1.21148
O1 0.70190 -2.37774 -2.58505
O2 3.10178 -2.84974 -1.99984
H2 -0.42732 5.54280 2.97390
H3 9.67014 -1.04631 -6.95450
H4 -3.13515 -1.47171 7.27214
C5 4.77450 6.04064 1.78098
C6 -6.09030 -2.15405 3.40565
C7 -9.02682 0.13877 -0.02269
C8 5.17115 4.97600 2.78565
C9 9.81651 2.85535 -3.09158
C10 3.15625 7.95509 1.25994
C11 -2.44072 -2.89472 5.81318
H5 3.60074 -4.80823 -1.95689
O3 -5.14249 -4.34329 4.10765
H6 -0.90289 -4.55205 2.51508
H7 -13.28436 -1.49288 0.12584
H8 -6.18270 -3.06754 5.36712
H9 4.15199 7.56940 3.07751
H10 2.25235 6.81464 -0.27305
H11 7.16805 4.98974 1.91986
C12 -6.18096 -3.35936 4.31502
H12 -0.83471 -5.29789 0.90196
H13 0.71444 1.19740 -1.84131
C13 5.03668 -0.64629 -5.22091
H14 0.95645 2.28143 -3.21151
H15 0.06646 3.61985 0.95811
H16 -9.46861 -5.85044 0.67351
H17 6.34569 3.42239 1.81277
O4 6.92680 -0.38784 -3.72193
H18 4.09619 -0.18767 -5.52706
C14 1.42237 1.49194 -2.61934
H19 2.83777 8.88011 1.74147
P2 8.13761 0.49354 -4.25351
H20 10.07244 1.44770 -1.49163
H21 -0.64146 -6.28450 2.36242
H22 4.38880 4.22758 2.91038
H23 11.49334 -0.78944 -5.20490
C15 -3.53456 -2.28779 6.66840
O5 -3.09559 -3.03151 2.86028
H24 -11.33763 -2.86140 2.05621
C16 1.15314 -0.64222 0.33514
P3 1.89721 -1.80780 -1.96084
H25 2.31710 1.89104 -2.13696
H26 11.77311 0.16910 -6.66886
H27 0.87116 5.31824 4.11723
H28 3.95068 8.21214 0.56020
H29 -7.58086 -4.37933 -0.38714
H30 4.86007 -1.71025 -5.06062
H31 -2.08482 -2.17672 5.07067
H32 -9.12560 1.21676 0.11002
H33 1.31764 0.42577 0.17276
H34 -7.11586 -3.88635 4.13471
H35 11.18833 0.95326 -5.20421
O6 7.67201 1.67598 -4.98425
C17 0.95342 6.86872 1.40223
H36 -7.98537 -0.09204 -0.24742
O7 -9.93288 -1.74283 -1.37677
C18 11.12187 0.04255 -5.80361
H37 -0.95124 -0.38837 0.69051
H38 1.41339 -0.83927 1.37423
H39 0.09734 6.48245 0.85253
H40 5.75603 -0.54788 -6.03435
H41 4.37875 -4.13829 -4.13859
H42 -6.20989 -2.45168 2.36398
H43 1.44790 2.87029 1.31683
C19 2.93555 -4.16666 -2.53494
O8 -3.24535 -5.50476 3.24463
H44 9.67814 2.88223 -4.17133
H45 10.96047 1.02626 -2.93878
C20 -1.16934 -5.43288 1.93147
H46 1.91725 -4.51881 -2.37126
O9 2.10803 -1.37668 -0.45668
H47 4.99930 -0.34369 -3.09227
C21 0.55749 5.08480 3.09696
H48 -7.94606 -6.66900 0.27428
C22 1.59865 5.73557 2.17939
Br1 4.35436 5.24758 0.03032
H49 5.48382 1.08449 -3.99714
C23 10.01808 1.44374 -2.57924
H50 -7.93561 -5.22530 -1.88648
H51 -11.92912 -0.72206 0.96184
H52 5.64731 6.67324 1.60715
H53 -9.61161 0.12206 -2.08764
H54 2.38029 0.66197 -4.35174
H55 2.96160 -5.14881 -4.45313
O10 2.58365 -0.65018 -2.82535
O11 -2.86433 -4.09611 5.16674
O12 -8.99729 -2.82186 0.92158
H56 -0.47928 3.25632 3.43392
O13 8.95136 0.52888 -2.90007
H57 1.24478 3.08987 3.59206
C24 -2.67034 -5.62808 1.93928
H58 1.56115 8.26961 0.01964
H59 -3.96261 -3.03764 7.33387
C25 3.29844 -4.21349 -4.00560
N2 0.48770 2.98316 1.62736
H60 9.28483 0.65963 -6.75801
H61 2.83996 -3.38174 -4.54147
C26 -8.35533 -4.92629 -0.92574
H62 -0.57922 -0.91817 -0.95049
C27 5.56838 -0.00321 -3.95496
H63 0.88405 -0.15553 -3.91063
H64 -9.35529 -6.83291 -0.78181
C28 -8.80576 -6.14234 -0.14127
H65 10.68815 3.46201 -2.84329
H66 -5.13158 -1.64217 3.49669
H67 -2.94748 -6.62351 1.59283
H68 8.93383 3.30875 -2.63949
H69 0.65530 7.66601 2.08352
O14 8.84841 -0.59681 -5.16162
C29 -9.93425 -0.31866 -1.14602
H70 -10.96247 0.00896 -0.98125
C30 -0.29148 -1.02112 0.09683
H71 -3.12604 -4.90839 1.25812
H72 1.98648 4.98412 1.48710
O15 -11.34999 -3.30306 0.02669
H73 -0.47087 -2.05901 0.37768
H74 -6.88194 -1.44713 3.65415
H75 -12.78659 -3.62575 1.41264
H76 -9.27148 -0.34564 0.92171
H77 5.29697 5.49656 3.74107
H78 -13.31984 -1.28505 1.88541
O16 -9.45622 -4.06518 -1.22999
O17 2.63531 6.26952 2.99764
P4 -9.85197 -2.86077 -0.26878
C31 6.50624 4.29681 2.44280
C32 9.69877 -0.21466 -6.25208
H79 -1.59098 -3.17513 6.43513
H80 6.99898 3.97194 3.35730
C33 0.46976 3.54843 2.97805

2.
A cluster of 9 separate species, C33H81BN7O16 in total at a distorted geometry. Source: the OMol25 dataset; level of theory: wB97M-V/def2-TZVPD.

Kohn-Sham gap, eV: 9.193
HOMO, eV: -7.2
Net charge: -1
Molecular weight, g mol⁻¹: 842.86
Lowest unoccupied orbital energy, Ha: 0.0737

Element x y z (Å)
C1 21.54361 -16.73109 -17.98238
H1 27.13965 -25.57915 -20.38891
H2 25.56168 -31.28005 -8.64033
H3 25.32424 -37.67075 -13.57717
C2 11.96071 -22.36284 -12.15547
C3 24.10505 -35.15245 -15.36147
O1 26.37814 -22.56048 -15.74751
O2 21.19559 -24.16161 -11.95253
O3 27.75506 -22.76823 -13.08359
H4 20.77923 -15.85322 -16.08181
C4 16.24686 -30.55007 -17.16805
N1 15.84005 -28.32350 -16.88213
H5 26.71235 -30.78398 -9.96362
C5 26.09154 -25.18343 -22.26044
N2 35.19516 -24.12787 -9.16170
N3 22.61671 -18.42965 -5.86540
H6 26.83723 -26.94012 -21.45403
H7 36.01286 -21.21718 -5.76134
C6 26.53532 -22.95838 -13.30188
H8 13.71631 -23.18252 -11.70788
C7 23.01322 -25.55926 -12.93755
H9 22.81425 -16.09973 -7.14655
H10 22.13385 -16.94725 -15.91927
H11 25.08737 -38.39950 -16.05835
H12 24.40294 -31.43972 -5.44926
H13 25.95721 -36.18265 -15.05062
C8 23.95388 -14.81682 -20.11299
C9 37.43973 -22.95914 -9.21276
H14 23.62694 -37.61467 -16.31713
H15 27.46545 -19.06702 -6.12068
H16 25.78202 -30.60793 -4.91767
H17 25.81773 -23.34033 -22.93470
C10 27.44703 -31.87604 -6.69608
H18 22.20266 -18.30932 -19.07288
C11 22.38390 -24.67702 -21.85245
N4 24.53489 -37.15726 -13.94236
C12 24.69281 -25.25644 -21.49171
H19 24.20922 -16.27027 -6.00253
H20 24.75095 -24.96984 -20.44167
H21 24.51678 -20.09737 -6.73424
H22 23.92697 -14.71477 -21.19786
H23 17.11217 -30.39649 -17.81284
H24 25.07689 -37.04943 -17.24543
O4 24.14689 -25.27684 -13.38293
H25 20.75041 -16.24844 -18.55332
O5 25.44323 -18.74204 -5.67301
H26 15.09203 -29.38193 -18.50852
H27 20.53298 -17.49390 -16.26988
H28 22.55080 -19.43309 -5.77121
H29 24.24636 -36.47718 -13.25363
C13 24.50792 -33.23482 -16.71880
C14 27.54522 -30.90376 -7.93134
H30 35.90892 -20.99548 -8.04899
O6 26.13389 -32.11248 -6.32802
O7 25.06659 -34.19286 -15.89938
H31 21.81345 -23.89497 -22.35355
H32 24.54566 -16.21327 -7.69531
H33 12.45716 -28.28488 -14.97983
H34 28.77515 -30.74081 -9.55473
H35 37.08802 -22.50287 -10.13808
H36 22.77901 -14.93544 -17.82743
H37 25.28038 -30.33374 -6.55718
O8 34.44083 -21.99535 -7.04907
H38 28.00817 -31.42000 -5.88045
H39 23.34832 -35.29706 -16.13254
H40 27.30285 -29.86332 -7.71494
O9 22.53639 -26.68713 -12.99208
H41 24.85375 -15.38222 -19.87080
H42 36.33818 -23.59441 -7.46271
H43 22.10147 -25.61423 -22.33199
H44 34.38681 -24.42770 -8.63562
O10 23.75072 -24.42636 -22.19377
H45 13.52711 -30.79535 -17.29378
H46 23.69197 -16.32901 -18.03298
H47 15.00843 -27.84406 -16.56807
H48 22.20423 -24.48121 -20.79534
N5 28.85963 -30.98492 -8.57832
H49 25.23644 -32.46628 -16.97708
C15 12.00282 -28.84123 -15.79969
H50 23.09875 -18.16726 -5.01752
C16 24.69686 -37.40833 -16.28894
C17 27.10973 -25.88491 -21.43471
H51 14.14130 -30.15280 -15.73460
H52 11.73934 -29.82394 -15.40859
H53 23.73311 -32.67117 -16.19912
H54 11.05219 -28.39950 -16.09847
O11 24.66061 -23.24558 -14.53424
C18 23.79630 -16.54029 -6.97448
H55 27.82817 -32.88484 -6.85471
H56 29.31521 -30.26459 -8.03639
H57 28.09498 -25.80725 -21.89445
C19 22.75821 -15.87985 -18.37127
C20 24.76373 -19.04672 -6.88670
O12 23.12164 -23.27779 -12.75367
C21 22.33472 -24.26195 -12.46313
C22 35.26959 -21.87606 -8.11181
H58 24.40243 -26.30694 -21.47672
H59 15.83369 -31.46017 -17.60293
C23 24.89303 -36.40513 -15.12876
H60 26.32895 -23.39445 -21.43419
H61 12.16728 -21.50779 -11.51179
C24 25.82831 -22.90763 -14.70532
H62 10.89850 -22.55566 -12.00502
C25 25.38136 -31.10975 -5.79844
O13 12.88075 -28.95984 -16.91740
H63 24.08873 -13.83048 -19.66908
H64 27.04755 -18.89563 -4.38823
N6 26.47402 -23.82260 -22.33737
C26 21.25896 -16.72349 -16.52969
C27 26.58878 -31.28809 -9.00514
C28 15.19415 -29.47887 -17.42766
H65 26.55374 -20.37002 -5.28251
O14 22.84373 -15.55387 -19.71261
H66 38.16270 -22.25151 -8.80697
H67 34.69395 -21.65675 -9.01106
H68 35.34906 -22.91536 -5.52372
C29 36.08917 -23.21860 -8.45511
H69 12.05702 -22.06469 -13.19946
H70 26.03597 -25.46604 -23.31170
H71 26.65581 -32.36004 -9.19103
O15 12.79662 -23.45616 -11.67783
H72 23.57454 -34.84249 -14.46114
H73 23.05900 -18.32591 -7.95824
H74 24.08041 -33.55795 -17.66797
H75 16.32825 -28.65657 -16.06309
H76 16.55199 -30.84323 -16.16354
C30 35.15568 -21.88705 -5.82916
C31 23.53489 -18.09461 -7.00528
B1 24.38588 -23.81192 -13.24427
H77 34.43938 -21.47133 -5.12050
C32 13.91049 -29.91756 -16.77358
H78 25.50969 -19.00183 -7.68019
H79 34.73916 -23.65851 -9.93103
N7 21.85119 -18.13482 -18.14223
H80 22.55849 -18.43071 -17.48475
C33 26.72900 -19.29635 -5.35054
H81 37.97114 -23.89994 -9.35634
O16 25.63931 -23.54350 -12.48202

3.
A cluster of 11 separate species, C33H81N7O19S4 in total at a distorted geometry. Source: the OMol25 dataset; level of theory: wB97M-V/def2-TZVPD.

Structure (SMILES): CCOS(C)(=O)=O.CCOS(C)(=O)=O.CCOS(C)(=O)=O.CCOS(C)(=O)=O.CNC(C)=O.CNC(C)=O.CNC(C)=O.CNC(C)=O.CNC(C)=O.CNC(C)=O.CNC(C)=O
Kohn-Sham gap, eV: 8.982
HOMO, eV: -8.8
Net charge: 0
Molecular weight, g mol⁻¹: 1008.31
Lowest unoccupied orbital energy, Ha: 0.0077

Element x y z (Å)
H1 -1.38740 5.81975 1.71298
H2 3.25198 -1.48531 4.05443
H3 -1.11199 1.39795 0.81431
H4 -1.51608 -2.24973 3.65173
C1 2.34929 7.37800 0.99166
H5 6.36996 -3.13596 -1.32159
C2 -4.02173 -1.73584 3.65733
O1 -4.64779 -4.32935 0.29940
H6 0.19441 2.02173 -2.87622
C3 1.41740 -2.29453 -2.06739
O2 1.26050 -4.80741 2.88042
O3 5.59394 -1.67184 0.84070
O4 -4.01498 -1.64001 4.85545
S1 0.44324 5.76287 0.28377
H7 -1.65008 2.03702 4.33561
S2 2.46747 1.93617 -2.17965
C4 3.52832 7.73706 0.21221
H8 2.38815 -2.65060 -2.26932
H9 6.33129 -4.79005 -0.46083
H10 1.06777 3.57820 -2.51160
O5 2.41982 0.56027 -1.81086
H11 7.30282 -3.43471 0.18493
S3 -0.93571 -0.64065 -0.43502
N1 0.43995 -2.22526 4.04940
O6 2.79899 2.00314 -3.72895
H12 -0.50067 7.39098 1.68386
O7 3.44468 2.77874 -1.55342
C5 2.27211 2.84296 2.38596
H13 1.93639 -6.36137 0.11590
C6 -2.10149 3.75197 -2.95177
C7 -4.20852 -4.23637 3.87524
H14 -3.27601 -4.57053 4.22601
N2 -2.50347 3.71517 -1.66876
H15 4.75506 -0.84115 -0.92705
H16 -2.41171 -4.56611 -1.73779
H17 3.23398 7.54456 -0.81926
H18 -0.74223 4.92070 -4.14705
H19 -0.91170 -0.75418 4.46151
H20 -4.73988 -2.98573 -2.50861
H21 -2.91466 0.68319 -3.96912
C8 -3.36188 2.63724 -1.15913
H22 -1.60456 -4.96107 2.48334
O8 1.37401 4.61743 3.56854
H23 -4.73706 -3.85861 4.76236
S4 5.03563 -3.12786 0.52898
H24 -4.77662 -5.03206 3.42286
H25 6.24906 0.87260 1.07254
H26 -1.11621 5.74724 -2.62743
C9 -0.87015 -1.84638 4.44914
H27 -3.13535 -5.91323 -0.88773
C10 -1.53359 5.12591 -3.41438
O9 1.95146 6.04548 0.73906
H28 -4.08503 -3.14847 2.01446
H29 -3.72951 -5.52494 -2.46692
H30 0.22960 5.93284 2.54207
C11 1.23956 3.43872 3.31936
H31 1.50823 0.74446 -4.86163
H32 2.52727 -2.82750 3.07147
H33 0.42872 1.58044 3.40039
O10 0.85475 -0.12792 3.39150
H34 3.31595 3.23531 2.50133
C12 1.07830 -5.26046 1.75112
N3 -0.06785 -5.10177 1.05691
C13 -3.38394 -5.05704 -1.49974
H35 -0.93662 -3.43716 1.96842
H36 0.63605 -2.97188 -2.44617
H37 2.42065 -6.88793 1.81352
H38 2.91096 0.05695 -4.12699
H39 5.19842 1.44696 -0.21975
O11 4.99595 -3.82623 1.78943
C14 2.56067 0.91860 -4.68684
C15 -3.93612 -0.62635 2.70591
H40 6.55110 -0.75446 -0.73327
C16 -0.38205 6.29809 1.73585
C17 5.59007 -0.67803 -0.25819
O12 -2.25603 2.84366 -3.78217
C18 -2.77858 -1.32265 -4.26626
C19 6.40762 -3.75627 -0.39858
H41 -3.70275 2.90060 -0.14301
H42 1.58406 8.13390 0.72441
H43 -5.26705 -1.12897 -3.80854
N4 -3.42650 -0.17091 -3.99996
H44 -1.28670 3.73841 4.39071
H45 -2.39229 5.69065 -3.81166
C20 -4.40339 -4.13389 -0.91317
O13 -0.21022 -2.02653 -0.24615
H46 -1.16691 -2.20597 5.41351
H47 1.94227 3.03767 1.35066
H48 3.51240 0.17517 -6.55888
H49 3.75494 8.82269 0.30124
H50 -2.47754 4.56509 -1.08247
H51 4.44161 0.62966 1.13908
H52 -4.24798 2.47072 -1.78109
H53 -4.21416 -0.96940 1.72718
O14 -0.54188 -0.16148 -1.72188
O15 3.91297 -3.04532 -0.38784
C21 2.20512 -6.05606 1.09741
C22 -0.44068 0.49958 0.84795
H54 -1.91217 -4.29114 0.80357
N5 -5.03024 -3.14135 -1.57997
H55 -0.99339 -1.98207 -5.28146
H56 -5.33757 0.45285 -4.61285
C23 5.35644 0.62419 0.46755
H57 4.44145 1.32463 -5.72054
H58 1.54306 -2.83531 -0.04153
H59 2.53711 7.37922 2.03959
C24 2.60020 -1.75656 3.20656
O16 -3.35357 -2.40341 -4.09040
H60 -5.32752 -1.29376 -0.79581
H61 -0.80859 -1.28787 -3.62088
H62 -2.87159 1.66455 -0.97186
O17 -2.35473 -0.83560 -0.23455
H63 -0.56134 0.15951 1.86415
C25 -0.85617 2.73688 4.58015
N6 -4.15249 -3.02638 3.07068
C26 1.23598 -1.29478 3.50544
C27 3.41150 1.07804 -5.95838
H64 -4.97485 0.43799 -2.87068
H65 0.48060 2.48304 -1.19912
H66 -6.24636 -2.67067 0.04186
H67 2.35816 1.76122 2.47762
H68 -1.09210 -0.25837 -5.01326
O18 0.30640 4.32363 0.11207
H69 -0.57921 2.59323 5.67786
C28 -5.91326 -2.18532 -0.89659
H70 1.36822 -1.40833 -2.69712
C29 1.20427 -2.02546 -0.56883
H71 -6.76884 -2.00877 -1.53822
C30 -1.16495 -4.46548 1.61816
C31 -1.36882 -1.20125 -4.59995
H72 3.07725 1.88196 -6.69115
H73 4.31200 7.02441 0.48174
C32 -4.85107 -0.13266 -3.80233
H74 -0.19389 -5.47941 0.13428
H75 -4.52846 0.27076 3.03868
O19 0.06257 6.61878 -0.80602
H76 2.92442 -1.23437 2.29879
N7 0.22265 2.54379 3.65991
H77 0.75148 -3.18285 4.06480
C33 0.87990 2.58201 -2.19131
H78 0.61884 0.70701 0.79255
H79 3.09710 -5.48192 1.10137
H80 -2.89148 -0.34963 2.55930
H81 1.72343 -1.12805 -0.23326

Number 3 is which compound? C33H81N7O19S4

What is the formula in the third record? C33H81N7O19S4

The highest HOMO belongs to which entry? C33H81BN7O16

What is the Kohn-Sham gap in the third record? 8.982 eV